Record 1
2 unconnected molecules or ions with the total composition CH3ClO3P. Source: OMol25; level of theory: the ωB97M-V functional and the def2-TZVPD basis.

Gap between HOMO and LUMO = 0.2344 Ha
Total charge = -1
HOMO energy = -0.122 Eh
Total energy = -29039.1319 eV
Spin multiplicity = 1

Structure (XYZ):
```
9
Properties=species:S:1:pos:R:3:forces:R:3:nbo_charge:R:1
C 1.181 0.337 0.090 -3.0 1.5 1.6 -1.10
O 0.261 -1.897 1.240 -0.6 0.5 -0.4 -1.04
O 0.240 -1.976 -1.345 -0.3 0.2 -1.4 -1.03
O -3.564 1.558 -0.554 -0.5 0.1 -0.2 -0.93
P 0.327 -1.263 -0.091 1.7 -0.3 2.0 2.24
Cl -2.073 1.094 -0.126 0.8 -0.3 0.2 0.05
H 1.337 0.429 1.189 0.1 -0.4 -0.7 0.26
H 2.087 0.675 -0.415 -0.6 -0.4 -0.6 0.26
H 0.205 1.042 0.012 2.4 -0.8 -0.5 0.30
```
Forces are in eV/Å.

***

Record 2
A molecular structure, CHF3O2SSn. Source: OMol25; level of theory: the ωB97M-V functional and the def2-TZVPD basis.

Gap between HOMO and LUMO = 0.2274 Ha
HOMO energy = -0.240 Eh
Total energy = -29963.2129 eV
Spin multiplicity = 1

Structure (XYZ):
```
9
Properties=species:S:1:pos:R:3:forces:R:3:nbo_charge:R:1
S 1.213 -0.006 -0.237 0.4 -0.1 0.6 1.49
O 0.538 -1.207 -0.938 1.5 -0.8 3.4 -0.97
O 0.539 1.189 -0.951 1.4 0.8 3.2 -0.98
Sn -0.554 -0.016 -2.100 -0.9 -0.1 -8.7 0.92
C 0.268 0.000 1.393 0.0 0.0 0.2 0.76
F 0.608 -1.075 2.091 0.1 -0.1 -0.1 -0.30
F 0.592 1.085 2.083 0.1 0.1 -0.1 -0.30
F -1.047 -0.014 1.194 0.0 0.0 -0.3 -0.30
H -2.156 0.044 -2.536 -2.6 0.1 1.6 -0.30
```
Forces are in eV/Å.

***

Record 3
A single C9H19N3O4 molecule. Source: OMol25; level of theory: the ωB97M-V functional and the def2-TZVPD basis.

Gap between HOMO and LUMO = 0.3534 Ha
SMILES = NCCCC[C@H](N)C(=O)N[C@@H](CO)C(=O)O
HOMO energy = -0.331 Eh
Total energy = -22298.2099 eV
Spin multiplicity = 1

Structure (XYZ):
```
35
Properties=species:S:1:pos:R:3:forces:R:3:nbo_charge:R:1
C -0.194 0.991 -1.093 2.5 0.4 -0.8 -0.12
C -1.223 -0.063 -1.116 -4.1 -1.2 -1.2 0.63
C 1.300 0.016 -0.629 -5.1 2.4 -0.2 -0.36
C 2.524 0.807 -0.883 1.1 -2.7 -1.1 -0.43
C 3.590 0.350 0.104 1.0 -1.1 -0.2 -0.41
C 3.833 -1.193 0.101 -0.9 -0.7 -0.9 -0.23
C -2.811 -0.939 0.722 -1.0 -1.9 1.8 -0.15
C -3.942 -1.319 -0.267 3.2 3.6 0.8 0.79
C -3.488 0.014 1.809 4.7 0.6 -0.7 -0.06
H -0.819 3.003 -0.652 -0.1 -0.8 -0.1 0.38
H 0.334 2.375 0.231 1.2 0.5 1.1 0.36
H -0.082 1.312 -2.192 0.2 -0.3 1.7 0.21
H 1.070 -0.314 0.428 0.4 0.4 -1.2 0.22
H 1.052 -0.728 -1.371 0.6 -0.8 0.2 0.23
H 2.446 1.833 -0.677 -0.5 1.6 -0.4 0.21
H 2.827 0.552 -1.981 -0.2 1.0 1.9 0.21
H 3.317 0.643 1.114 0.1 0.4 0.2 0.19
H 4.501 0.864 -0.249 0.1 -0.3 0.7 0.20
H 2.884 -1.832 0.281 1.4 1.3 0.2 0.20
H 4.009 -1.409 -0.945 0.2 -0.2 -0.5 0.18
H 4.699 -1.896 1.829 0.3 0.1 -0.7 0.35
H 5.765 -1.185 0.820 0.2 0.2 -0.1 0.35
H -1.737 0.849 0.576 0.2 -3.3 -1.3 0.47
H -2.222 -1.750 1.426 -2.4 0.9 -2.2 0.22
H -2.769 -0.067 2.632 -0.4 0.1 0.3 0.18
H -4.433 -0.113 2.149 -2.9 -1.6 0.7 0.19
H -4.215 1.524 0.761 2.9 -0.5 1.9 0.49
H -5.068 -0.655 -1.515 1.4 1.8 1.0 0.50
N -0.541 2.147 -0.155 0.1 -1.4 -1.7 -0.84
N 4.962 -1.795 0.835 -1.2 0.3 1.0 -0.82
N -1.798 -0.229 0.096 2.0 5.6 2.5 -0.71
O -1.695 -0.602 -2.136 1.8 0.3 0.9 -0.63
O -4.283 -2.380 -0.561 -1.8 -3.6 -0.8 -0.55
O -3.394 1.349 1.409 -3.0 1.6 -2.3 -0.71
O -4.399 -0.159 -0.903 -1.9 -2.8 -0.6 -0.72
```
Forces are in eV/Å.

***

Record 4
2 unconnected molecules or ions with the total composition C3H5ClO4S. Source: OMol25; level of theory: the ωB97M-V functional and the def2-TZVPD basis.

Gap between HOMO and LUMO = 0.3012 Ha
HOMO energy = -0.367 Eh
Total energy = -34737.4934 eV
Spin multiplicity = 1

Structure (XYZ):
```
14
Properties=species:S:1:pos:R:3:forces:R:3:nbo_charge:R:1
C 1.201 0.518 0.116 -1.4 2.0 -1.8 0.46
C -0.614 -1.001 -0.373 0.0 1.3 -0.3 -0.42
C -0.111 0.029 0.618 -1.1 -1.2 0.9 -0.04
O 4.945 -1.265 0.117 0.4 -0.1 -0.2 -0.79
O 2.652 -0.791 0.810 2.7 -0.7 -0.3 -0.84
O 1.504 0.400 -1.060 0.1 0.5 0.2 -0.61
O -1.125 0.987 0.913 0.2 0.0 -2.0 -0.67
S 3.841 -0.372 0.042 -1.6 -0.9 1.4 1.70
Cl -1.985 -1.898 0.286 -0.1 -0.1 -0.3 -0.03
H 1.714 1.128 0.837 0.4 0.9 0.2 0.13
H 0.230 -1.612 -0.557 0.4 -1.2 -0.3 0.23
H -0.818 -0.467 -1.342 -0.3 -0.7 0.9 0.23
H 0.101 -0.422 1.574 0.1 -0.6 0.4 0.20
H -1.630 0.922 0.064 0.0 0.9 1.2 0.47
```
Forces are in eV/Å.

***

Record 5
A molecular structure, C2H6CuO3. Source: OMol25; level of theory: the ωB97M-V functional and the def2-TZVPD basis.

Gap between HOMO and LUMO (alpha / beta) = 0.3089 / 0.2890 Ha
Total charge = +1
HOMO energy (alpha / beta) = -0.468 / -0.588 Eh
Total energy = -52940.9106 eV
Spin multiplicity = 3

Structure (XYZ):
```
12
Properties=species:S:1:pos:R:3:forces:R:3:nbo_charge:R:1
C 1.303 1.339 0.198 0.9 0.5 -0.6 -0.27
O 0.272 0.436 0.611 -0.6 -0.9 -1.2 -0.48
C -0.513 -0.120 -0.302 -1.4 1.1 1.9 0.71
O -1.633 -0.463 0.260 0.1 0.3 -0.8 -0.84
Cu -2.146 0.615 1.763 0.0 -0.2 0.0 0.85
H 2.191 0.752 -0.056 -0.1 0.3 0.2 0.22
H 0.978 1.920 -0.674 0.1 -0.1 0.2 0.20
H 1.473 2.010 1.044 0.1 -0.3 -0.2 0.23
H -0.456 0.119 -1.371 0.4 -0.2 0.4 0.23
O -0.335 -2.149 -0.927 -4.1 1.1 2.7 -0.87
H 0.246 -2.447 -0.219 0.2 -0.5 0.1 0.49
H -1.380 -2.013 -0.326 4.3 -1.1 -2.7 0.53
```
Forces are in eV/Å.

***

Record 6
A molecular structure, C27H49BaN6O. Source: OMol25; level of theory: the ωB97M-V functional and the def2-TZVPD basis.

Gap between HOMO and LUMO (alpha / beta) = 0.4264 / 0.3016 Ha
Total charge = +2
HOMO energy (alpha / beta) = -0.582 / -0.582 Eh
Total energy = -40462.6585 eV
Spin multiplicity = 2

Structure (XYZ):
```
84
Properties=species:S:1:pos:R:3:forces:R:3:lowdin_spin:R:1
Ba -0.715 0.624 -0.608 0.6 0.6 0.3 0.00
C 0.844 -3.521 0.732 0.8 -0.4 -0.1 0.03
C -0.242 -2.791 1.504 0.2 0.1 0.3 0.10
C -0.286 -3.148 3.017 0.1 0.5 -1.2 0.01
O -0.281 -1.424 1.190 -0.2 -1.4 0.5 0.78
H 0.765 -3.511 -0.355 -0.3 0.4 0.0 0.00
H 0.851 -4.578 1.000 -0.1 0.0 0.2 0.00
H 1.820 -3.125 1.013 0.0 0.0 -0.1 0.00
H -1.158 -3.218 1.096 -0.7 0.3 -0.5 0.06
H 0.568 -2.665 3.491 -0.3 0.0 0.4 0.00
H -0.205 -4.227 3.149 0.1 0.1 -0.1 0.00
H -1.265 -2.848 3.391 0.4 0.3 0.5 0.00
C -5.758 -1.706 -2.481 -0.5 0.1 0.3 0.00
C -4.917 -1.415 -3.715 -1.4 0.6 0.2 0.00
C -3.702 -2.286 -3.840 0.9 0.5 0.2 0.00
C -2.695 -1.822 -2.850 -0.7 -1.0 -0.9 0.00
N -1.921 -1.445 -2.097 0.3 0.3 0.4 0.00
H -5.215 -1.643 -1.538 0.4 -0.1 0.0 0.00
H -6.226 -2.689 -2.538 0.1 -0.1 0.0 0.00
H -6.583 -1.007 -2.342 0.0 0.1 -0.3 0.00
H -4.630 -0.364 -3.752 0.1 0.1 0.1 0.00
H -5.529 -1.559 -4.605 0.0 -0.1 0.0 0.00
H -3.296 -2.095 -4.834 0.4 -0.4 0.0 0.00
H -3.936 -3.342 -3.703 0.2 0.0 0.0 0.00
C 5.408 0.449 2.152 0.6 -0.5 -1.2 0.00
C 4.364 -0.424 2.838 -0.4 2.4 0.5 0.00
C 3.182 -0.836 1.903 0.7 0.1 0.3 0.00
C 2.353 0.270 1.390 -0.2 0.8 0.2 0.00
N 1.658 1.133 1.051 0.6 -1.2 0.1 0.01
H 5.870 -0.140 1.360 0.6 0.0 0.0 0.00
H 6.162 0.858 2.825 0.0 -0.5 0.1 0.00
H 5.051 1.335 1.628 -0.7 0.0 0.1 0.00
H 4.027 0.298 3.581 -0.9 -0.4 0.4 0.00
H 4.841 -1.197 3.440 -0.3 -0.5 -0.6 0.00
H 2.486 -1.502 2.413 0.1 -0.1 0.0 0.00
H 3.598 -1.337 1.029 -0.1 -0.2 -0.1 0.00
C -0.005 -1.952 -5.532 0.6 0.1 -0.5 0.00
C 0.514 -3.114 -4.657 -1.6 0.6 -0.7 0.00
C 1.746 -2.720 -3.821 0.2 -0.7 -0.8 0.00
C 1.553 -1.544 -2.989 -0.7 2.2 1.6 0.00
N 1.347 -0.599 -2.327 0.3 -2.4 -1.4 0.00
H 0.845 -1.653 -6.146 0.0 0.7 0.1 0.00
H -0.448 -1.112 -4.998 0.5 0.1 0.3 0.00
H -0.749 -2.168 -6.299 -0.1 -0.8 0.3 0.00
H 0.695 -3.923 -5.365 0.7 -0.1 0.3 0.00
H -0.342 -3.462 -4.078 0.3 -0.1 0.6 0.00
H 2.574 -2.525 -4.502 0.0 0.3 -0.1 0.00
H 2.128 -3.553 -3.231 -0.3 0.0 0.3 0.00
C 3.998 4.449 0.004 -0.2 -1.4 -0.1 0.00
C 3.775 4.867 -1.475 0.7 0.4 1.2 0.00
C 2.331 4.749 -1.966 0.0 0.6 0.2 0.00
C 1.761 3.425 -1.764 -0.9 -1.6 -0.3 0.00
N 1.234 2.393 -1.693 0.6 1.6 0.1 0.00
H 3.828 3.379 0.117 -0.1 -0.3 -0.1 0.00
H 3.326 4.873 0.750 -0.2 0.6 -0.4 0.00
H 5.002 4.580 0.406 0.1 0.4 -0.5 0.00
H 4.396 4.320 -2.185 0.2 -0.2 0.4 0.00
H 4.171 5.883 -1.471 -0.6 0.3 -0.7 0.00
H 2.242 5.003 -3.022 0.1 -0.2 -0.1 0.00
H 1.648 5.445 -1.478 0.1 0.1 0.3 0.00
C 2.109 3.491 3.401 -0.2 -0.5 -1.2 0.00
C 1.131 4.679 3.440 0.2 -0.5 0.5 0.00
C 0.335 5.016 2.146 1.4 0.3 1.0 0.00
C -0.335 3.913 1.587 -1.3 -1.4 -0.5 0.00
N -0.923 3.049 1.115 0.1 -0.4 -0.3 0.00
H 1.615 2.532 3.556 -0.4 0.1 0.1 0.00
H 2.930 3.481 4.118 -0.1 0.6 0.0 0.00
H 2.503 3.380 2.390 0.5 0.1 0.0 0.00
H 1.661 5.599 3.687 -0.1 -0.1 0.3 0.00
H 0.446 4.392 4.238 -0.3 0.7 0.0 0.00
H 1.032 5.304 1.359 0.1 0.6 0.1 0.00
H -0.395 5.795 2.365 0.2 0.2 -0.2 0.00
C -5.357 -1.124 3.433 -0.1 1.1 0.4 0.00
C -5.149 -2.243 2.424 -0.4 0.2 -0.3 0.00
C -3.808 -2.111 1.674 1.1 0.5 0.1 0.00
C -3.448 -0.724 1.217 0.5 3.3 -1.1 0.00
N -3.184 0.369 0.816 -0.9 -4.5 1.5 0.01
H -6.325 -1.004 3.920 -0.3 -0.9 -0.3 0.00
H -5.285 -0.143 2.962 0.4 0.1 -0.3 0.00
H -4.667 -1.116 4.277 0.4 -0.3 -0.2 0.00
H -5.934 -2.237 1.668 -0.2 0.1 0.1 0.00
H -5.222 -3.214 2.913 0.3 -0.1 -0.1 0.00
H -3.611 -2.746 0.810 -0.9 -0.1 -0.4 0.00
H -2.973 -2.476 2.273 0.0 0.5 0.6 0.00
```
Forces are in eV/Å.